C17H11ClF11IO5PbSSe as an isolated structure at a distorted geometry. Source: the OMol25 dataset; level of theory: the ωB97M-V functional and the def2-TZVPD basis.

```
49
Properties=species:S:1:pos:R:3:forces:R:3
Pb 7.3731 11.9322 9.9057 0.598 0.444 -0.754
C 3.4029 10.3892 10.8762 -0.131 -0.349 0.013
C 4.6761 9.7223 11.3047 0.104 0.429 0.767
C 5.2270 10.0656 12.5548 0.355 -0.534 -0.684
C 6.4877 9.6241 12.9240 -0.246 -0.233 -0.196
C 7.1458 8.7129 12.1084 0.992 -0.160 0.215
C 6.5665 8.2636 10.9444 -0.799 0.037 -0.606
C 5.3419 8.8048 10.5177 0.175 -0.736 -0.487
H 2.8615 10.7020 11.7680 -0.173 0.118 -0.028
H 2.7805 9.6816 10.3199 -0.021 0.231 -0.088
H 3.6058 11.2668 10.2547 -0.002 -0.176 -0.025
H 4.6380 10.6332 13.2390 -0.187 0.703 0.268
H 6.9658 9.9717 13.8231 -0.040 0.073 0.193
H 8.1502 8.3568 12.3728 -0.459 0.161 -0.010
H 7.0332 7.4878 10.3479 0.150 0.188 -0.019
H 4.8810 8.4642 9.5726 0.434 0.302 0.624
F 13.1251 8.5143 12.4389 -0.409 0.221 -0.261
C 12.3001 9.0950 11.5232 0.031 0.229 0.041
C 12.4149 10.4561 11.2313 0.137 -0.045 0.553
F 13.2501 11.2572 11.9637 -0.489 -0.769 -0.580
C 11.6102 11.0065 10.2560 -0.320 0.044 -0.181
F 11.6571 12.3319 10.0838 0.235 -0.248 -0.085
C 10.7076 10.2525 9.4725 0.538 -1.309 1.460
S 9.8485 10.9075 8.1831 -1.372 0.892 -0.921
C 10.5533 8.8938 9.8659 0.734 0.744 0.473
F 9.6550 8.0917 9.2815 -0.048 0.041 -0.159
C 11.3264 8.3318 10.8771 0.558 1.186 -0.172
F 11.1986 7.0534 11.2183 -0.149 -0.783 0.089
C 6.3921 12.1896 6.2328 -0.688 0.425 -0.671
C 5.2792 11.6525 7.1718 1.617 1.358 1.755
O 5.5849 11.8626 8.5402 -0.359 -0.652 -1.444
C 5.2425 10.1490 6.9446 0.380 -1.126 -0.816
F 4.2763 9.4924 7.5834 -0.380 0.054 0.241
F 6.4262 9.5660 7.3318 -1.125 0.722 -0.332
F 5.0892 9.8078 5.6126 0.073 0.342 0.673
C 4.0049 12.5048 6.9879 -0.060 -1.474 0.491
F 3.0395 12.1099 7.8638 0.035 0.148 -0.535
F 3.4863 12.3957 5.7463 -0.254 0.160 -0.179
F 4.2453 13.7821 7.2343 0.005 0.146 -0.251
H 7.2882 11.5802 6.3797 -0.086 0.193 -0.144
H 6.5845 13.2216 6.5427 0.157 -0.196 -0.005
H 6.0714 12.2008 5.1461 0.400 -0.208 1.182
O 8.2976 12.0257 14.1604 0.272 0.233 -0.395
Cl 8.6527 12.6863 12.9290 -0.905 -0.628 -3.308
O 9.2799 11.6832 11.9260 -1.249 1.957 2.433
O 9.5603 13.7816 13.1433 -0.625 -0.639 0.043
O 7.3554 13.1891 12.2327 2.537 -0.887 1.746
I 9.6299 15.4369 7.9887 -0.340 -0.085 0.166
Se 7.3385 14.9820 9.0447 0.403 -0.543 -0.091
```
Positions in Å, forces in eV/Å.

The multiplicity is 1. For the orbital gap, the calculation gives 6.5 eV. The value obtained for the energy relative to the best compared isomer or geometry (same formula, charge and spin) is 78.9 kJ/mol. The value obtained for the electronic energy is -159986.5229 eV. As for the total charge: -2.

Here are the Löwdin charges for atoms 1 to 8, given in e:
1 Pb 1.24
2 C -0.05
3 C -0.30
4 C -0.05
5 C -0.10
6 C -0.11
7 C -0.09
8 C -0.07